Record 1
{"formula": "C33H54F3N3O6S3", "method": "ωB97M-V/def2-TZVPD", "e_lumo_ev": 0.44, "orbital_gap_ev": 9.364, "e_homo_ev": -8.9, "species": ["C", "S", "O", "C", "H", "H", "H", "H", "H", "H", "C", "S", "O", "C", "H", "H", "H", "H", "H", "H", "C", "S", "O", "C", "H", "H", "H", "H", "H", "H", "F", "C", "C", "C", "C", "C", "C", "H", "H", "H", "H", "H", "F", "C", "C", "C", "C", "C", "C", "H", "H", "H", "H", "H", "F", "C", "C", "C", "C", "C", "C", "H", "H", "H", "H", "H", "C", "C", "O", "N", "C", "H", "H", "H", "H", "H", "H", "H", "C", "C", "O", "N", "C", "H", "H", "H", "H", "H", "H", "H", "C", "C", "O", "N", "C", "H", "H", "H", "H", "H", "H", "H"], "positions_angstrom": [[16.460, 8.625, 12.735], [16.023, 10.026, 11.857], [16.593, 11.133, 12.692], [17.176, 9.538, 10.557], [16.374, 7.747, 12.098], [15.785, 8.434, 13.562], [17.497, 8.752, 13.001], [18.255, 9.490, 10.782], [17.065, 10.247, 9.718], [16.733, 8.631, 10.124], [13.937, 19.360, 11.045], [13.566, 17.569, 11.286], [14.657, 16.802, 10.644], [13.826, 17.567, 13.043], [12.983, 19.882, 11.158], [14.178, 19.525, 10.017], [14.769, 19.844, 11.575], [14.704, 18.035, 13.382], [13.910, 16.561, 13.457], [12.936, 17.971, 13.538], [14.911, 13.916, 12.580], [13.202, 13.635, 12.546], [12.758, 13.328, 11.174], [13.122, 12.064, 13.335], [15.342, 13.784, 13.605], [15.162, 14.911, 12.247], [15.452, 13.097, 12.079], [12.065, 11.873, 13.300], [13.440, 12.158, 14.360], [13.707, 11.414, 12.676], [10.734, 9.547, 12.160], [11.654, 9.170, 11.234], [11.996, 7.846, 11.161], [13.069, 7.454, 10.325], [13.710, 8.456, 9.579], [13.344, 9.783, 9.740], [12.262, 10.155, 10.507], [11.431, 7.145, 11.740], [13.248, 6.384, 10.324], [14.543, 8.215, 8.937], [13.887, 10.596, 9.275], [12.042, 11.211, 10.612], [14.084, 17.524, 16.030], [14.301, 16.199, 16.208], [13.306, 15.472, 16.859], [13.586, 14.082, 17.104], [14.827, 13.564, 16.823], [15.767, 14.317, 16.219], [15.486, 15.668, 15.847], [12.352, 15.947, 17.046], [12.840, 13.364, 17.528], [15.012, 12.510, 16.949], [16.748, 13.905, 16.031], [16.294, 16.177, 15.433], [9.442, 14.948, 13.929], [9.066, 14.365, 12.781], [8.220, 13.304, 12.814], [7.907, 12.639, 11.620], [8.381, 13.135, 10.410], [9.308, 14.134, 10.485], [9.707, 14.744, 11.634], [7.983, 12.950, 13.806], [7.113, 11.907, 11.577], [8.156, 12.708, 9.451], [9.773, 14.534, 9.555], [10.552, 15.409, 11.586], [10.286, 11.435, 15.662], [11.498, 10.603, 15.960], [12.142, 10.716, 16.999], [11.741, 9.668, 14.964], [12.991, 8.942, 14.810], [10.292, 11.836, 14.635], [10.209, 12.287, 16.338], [9.342, 10.884, 15.847], [11.148, 9.655, 14.118], [13.536, 9.360, 13.953], [12.756, 7.863, 14.564], [13.645, 8.893, 15.685], [15.544, 12.669, 6.780], [15.170, 12.501, 8.215], [15.755, 11.795, 9.032], [14.130, 13.259, 8.698], [13.289, 14.132, 7.949], [14.846, 12.305, 6.081], [16.493, 12.195, 6.567], [15.590, 13.760, 6.608], [13.862, 13.145, 9.666], [12.410, 14.359, 8.578], [13.048, 13.887, 6.945], [13.821, 15.128, 7.839], [19.892, 11.539, 12.622], [19.709, 12.543, 11.559], [20.557, 12.746, 10.688], [18.493, 13.081, 11.609], [18.008, 14.047, 10.644], [20.531, 10.702, 12.303], [19.014, 11.226, 13.096], [20.353, 12.070, 13.454], [17.920, 12.777, 12.365], [18.634, 13.915, 9.727], [18.193, 15.127, 10.925], [16.946, 13.960, 10.454]], "forces_ev_per_a": [[-0.4, -2.2, 0.9], [0.6, 0.9, -0.9], [-0.2, 0.3, -0.1], [-0.3, 1.1, -2.0], [0.0, 0.0, -0.1], [0.2, 0.3, 0.4], [0.3, 0.0, 0.5], [-0.6, -0.3, 0.5], [0.1, 0.1, 0.5], [0.5, -0.1, 0.4], [-0.5, 0.2, 0.0], [0.4, 1.0, -0.2], [0.3, -0.3, 0.0], [-1.2, -0.9, 0.9], [0.2, 0.1, 0.5], [0.1, -0.4, -1.0], [-0.4, -0.6, 0.5], [1.1, 1.1, 0.1], [-0.2, -0.3, -0.6], [0.2, 0.3, -0.2], [2.2, -1.1, 1.0], [-1.0, 1.2, 1.6], [-0.2, -0.1, -1.6], [0.3, 0.4, -0.4], [-0.9, 0.3, -0.4], [0.0, 0.2, -0.5], [-0.3, 0.4, -0.5], [-0.4, -0.5, -0.1], [0.4, -0.3, 0.4], [-0.1, -0.3, 0.5], [-0.6, 0.0, 0.0], [-0.1, 0.2, 0.3], [0.8, -0.3, -0.6], [-1.4, 0.9, 0.4], [0.2, -0.9, 0.6], [-0.2, 0.3, -0.7], [0.5, 0.4, 0.2], [-0.1, -0.4, 0.3], [0.5, 0.2, -0.4], [0.1, -0.1, -0.1], [0.1, -0.3, -0.2], [-0.3, -0.1, 0.1], [0.0, 0.0, -0.3], [-1.2, 0.4, 1.0], [0.6, -2.1, -0.3], [-1.9, 1.3, 0.5], [-0.6, -1.2, -0.1], [0.7, 2.1, -1.0], [1.0, -2.8, 1.1], [0.0, -0.2, 0.2], [0.5, 1.1, -0.4], [0.0, -0.2, 0.4], [0.0, 0.1, -0.2], [0.9, 1.3, -0.8], [-0.1, 0.2, 0.6], [1.3, 0.2, 0.1], [-0.3, -1.1, 0.0], [-1.1, 0.7, -0.2], [0.1, -0.6, 0.8], [1.1, 1.2, -2.5], [0.2, 0.3, 0.0], [-0.6, -0.2, -0.1], [0.3, -0.4, 0.4], [-0.3, -0.2, -0.1], [-0.4, -0.6, 0.6], [-0.1, 0.4, 0.4], [-1.0, 0.7, 0.1], [0.1, -0.9, -0.2], [-0.1, -0.1, -1.1], [0.0, 0.5, 0.5], [-0.2, -1.5, -0.6], [-0.1, -0.3, 0.3], [0.4, 0.0, 0.0], [0.5, -0.1, -0.4], [0.5, 0.3, 1.0], [0.1, -0.1, 0.2], [0.2, 1.1, 0.1], [-0.5, 0.5, 0.0], [0.8, 1.2, 0.5], [-1.3, 0.8, 1.7], [0.6, -0.4, -0.5], [0.6, -1.2, -1.2], [0.7, 2.9, 1.1], [-1.2, -0.6, -0.6], [0.2, 0.1, 0.2], [0.3, -0.4, -0.1], [0.2, -0.1, 0.2], [0.2, -0.3, -0.6], [-0.5, -1.0, -0.7], [-0.6, -0.7, 0.1], [2.0, -0.1, 0.9], [0.5, -0.7, -1.5], [-0.5, 0.3, 0.5], [-0.6, 1.4, -0.5], [1.3, 1.3, -0.5], [-0.2, 0.4, 0.1], [-1.6, -0.8, 0.1], [0.8, -0.1, 0.0], [-0.6, -0.2, 0.1], [-0.8, -0.1, 0.5], [-0.1, -1.1, 0.1], [0.0, -0.4, -0.1]]}

=====

Record 2
{"formula": "C11H15N4", "method": "ωB97M-V/def2-TZVPD", "e_lumo_ev": [-5.96, -5.96], "orbital_gap_ev": [6.649, 6.650], "charge": 1, "e_homo_ev": [-12.6, -12.6], "species": ["C", "C", "C", "C", "C", "C", "C", "C", "C", "C", "C", "N", "N", "N", "N", "H", "H", "H", "H", "H", "H", "H", "H", "H", "H", "H", "H", "H", "H", "H"], "positions_angstrom": [[-0.273, 0.731, 1.652], [-0.614, 1.317, -0.616], [0.392, -0.835, -0.174], [-0.628, 1.660, 0.696], [0.211, -0.660, 1.309], [-0.195, 0.062, -1.080], [1.062, -2.093, -0.522], [1.918, -2.125, -1.776], [-1.358, 3.000, 1.104], [-1.019, -1.595, 1.774], [-0.404, -0.240, -2.494], [0.019, -3.094, -0.958], [1.323, -2.968, -2.644], [0.274, -3.450, -2.083], [3.053, -1.473, -1.942], [-0.596, 0.974, 2.621], [-1.304, 1.962, -1.281], [1.532, -2.503, 0.381], [-0.884, 3.683, 1.949], [-1.588, 3.578, 0.286], [-2.379, 2.644, 1.652], [-1.927, -1.347, 1.294], [-0.777, -2.643, 1.535], [-1.115, -1.582, 2.796], [-0.589, 0.574, -3.176], [0.480, -0.668, -2.995], [-1.201, -1.049, -2.405], [3.526, -1.524, -2.946], [3.570, -0.854, -1.261], [1.071, -0.961, 1.839]], "forces_ev_per_a": [[0.3, -0.5, -1.8], [-2.2, -0.5, -2.0], [-0.6, 0.9, 0.6], [-0.4, 2.1, 3.2], [-2.3, 2.1, -1.4], [1.3, 0.5, 0.7], [0.4, -0.7, -0.8], [-0.9, -0.9, 0.6], [-0.6, -2.3, 4.9], [1.8, -1.1, -1.9], [0.1, -2.2, -0.8], [-1.5, 0.8, 3.2], [4.4, 2.6, -1.1], [-2.2, -2.1, -1.1], [2.6, 1.0, -2.8], [0.0, -0.1, 1.5], [1.8, -0.9, 0.6], [0.2, -0.1, -0.4], [-0.4, -1.7, -2.0], [-0.5, 1.3, -1.9], [2.2, 0.9, -1.5], [-0.8, 0.4, -0.6], [0.0, 0.4, -0.2], [-0.2, 0.5, 2.4], [-0.9, 0.5, 0.4], [-0.3, -0.3, 0.5], [0.7, 1.0, -1.2], [-1.4, 0.0, 3.0], [-1.4, -1.3, -1.0], [1.0, -0.3, 0.8]]}